{"formula": "C29H29CoN2O4S", "method": "ωB97M-V with the def2-TZVPD basis set", "e_lumo_ev": [2.7, 2.7], "de_lowest_kj_mol": 0.00, "charge": -1, "homo_energy_ev": [-3.336, -3.643], "gap_ha": [0.222, 0.233], "spin_multiplicity": 4, "s2": 3.76, "species": ["C", "C", "C", "H", "C", "C", "H", "C", "C", "C", "H", "C", "C", "H", "H", "H", "H", "H", "H", "Co", "C", "C", "C", "H", "H", "H", "H", "H", "H", "C", "C", "H", "H", "O", "N", "C", "H", "C", "C", "H", "C", "H", "C", "H", "C", "H", "C", "H", "H", "H", "O", "C", "N", "S", "O", "O", "C", "C", "C", "C", "C", "C", "H", "H", "H", "H"], "xyz": [[2.7583, -0.3037, 2.1714], [3.1143, -0.9208, 0.9342], [2.9455, 0.0258, -0.1084], [3.5016, -1.9314, 0.8158], [2.5080, 1.2498, 0.4524], [2.3907, 1.0686, 1.8742], [2.3893, 2.2083, -0.0541], [-0.4545, -2.0471, 2.1807], [0.6852, -2.6126, 1.5132], [0.4243, -2.5801, 0.1114], [1.5141, -3.1100, 2.0086], [-0.8552, -1.9824, -0.1048], [-1.3941, -1.6451, 1.1724], [3.1898, -0.1384, -1.1577], [2.2830, 1.8723, 2.5932], [2.8671, -0.7198, 3.1745], [-2.4111, -1.3051, 1.3385], [1.0508, -3.0149, -0.6643], [-0.6528, -2.0931, 3.2405], [0.6782, -0.1759, 1.2696], [-1.6309, -1.8842, -1.4078], [-3.0094, -2.5545, -1.2527], [-0.8667, -2.5535, -2.5515], [-2.9016, -3.6003, -0.9363], [-3.5495, -2.5607, -2.2077], [-3.6464, -2.0507, -0.5158], [-0.7724, -3.6306, -2.3662], [0.1373, -2.1211, -2.6550], [-1.4072, -2.4139, -3.4965], [-1.8429, -0.3771, -1.7561], [-0.5880, 0.4178, -2.0483], [-2.3449, 0.1231, -0.9042], [-2.5130, -0.3049, -2.6294], [0.3228, 0.5179, -1.2324], [-0.5128, 1.0896, -3.2396], [0.5187, 2.1344, -3.3508], [-1.2430, 1.0468, -3.9244], [1.8815, 1.5565, -3.6187], [3.0273, 2.2142, -3.1444], [2.9022, 3.1259, -2.5496], [4.2969, 1.7243, -3.4625], [5.1853, 2.2438, -3.0900], [4.4311, 0.5814, -4.2672], [5.4267, 0.2044, -4.5242], [3.2838, -0.0549, -4.7637], [3.3718, -0.9304, -5.4129], [2.0087, 0.4315, -4.4376], [1.1023, -0.0383, -4.8387], [0.5560, 2.6782, -2.4029], [0.2182, 2.8167, -4.1618], [-2.1946, 1.5442, 0.7891], [-1.7741, 1.3438, 1.9373], [-0.4814, 0.9335, 2.2705], [-0.1178, 0.9182, 3.9300], [0.3262, -0.3959, 4.3502], [0.7004, 2.0590, 4.2529], [-1.8024, 1.2081, 4.3144], [-2.3580, 1.0593, 5.5765], [-3.7338, 1.2462, 5.7044], [-4.4989, 1.5796, 4.5696], [-3.9240, 1.7085, 3.3091], [-2.5556, 1.4599, 3.1810], [-1.7072, 0.8277, 6.4160], [-4.1930, 1.1631, 6.6853], [-5.5685, 1.7134, 4.6914], [-4.4914, 1.9552, 2.4101]]}

=====

{"formula": "C15H18ClN3OTc", "method": "ωB97M-V with the def2-TZVPD basis set", "e_lumo_ev": [-6.4, -6.4], "charge": 2, "homo_energy_ev": [-13.513, -14.240], "gap_ha": [0.261, 0.287], "spin_multiplicity": 2, "s2": 0.76, "species": ["Tc", "O", "C", "C", "C", "C", "C", "C", "C", "N", "C", "C", "N", "H", "H", "H", "H", "H", "H", "H", "Cl", "C", "H", "H", "C", "C", "C", "C", "C", "N", "H", "H", "H", "H", "H", "H", "H", "H", "H"], "xyz": [[-1.6572, -0.6947, 0.9523], [-2.3252, -2.4706, 2.1834], [-1.8276, -1.9268, 3.0586], [-0.9976, 0.3346, 2.1243], [2.7224, -1.1241, 4.7198], [3.8734, -1.2854, 4.0697], [3.7637, -1.1213, 2.6408], [2.5345, -0.8490, 2.1898], [1.2054, -1.7215, 0.2190], [-0.1077, -1.8551, 0.1912], [-0.3848, -3.0054, -0.5300], [0.7830, -3.5599, -0.9347], [1.7732, -2.7430, -0.4528], [-1.5630, 1.1060, 2.6852], [2.4099, -1.1573, 5.7510], [4.7998, -1.5001, 4.5833], [4.6084, -1.1976, 1.9702], [-1.3904, -3.3525, -0.6991], [0.9892, -4.4464, -1.5078], [2.7614, -2.8787, -0.5959], [1.4435, -0.7825, 3.5797], [1.9591, -0.5806, 0.8364], [1.3061, 0.2907, 0.8673], [2.8113, -0.3351, 0.1977], [-1.6218, 1.3336, -4.0244], [-1.8991, 2.1641, -2.7624], [-3.3309, 2.7216, -2.7756], [-0.8719, 3.2967, -2.6131], [-1.7666, 1.2756, -1.5967], [-1.6672, 0.5807, -0.6888], [-1.7216, 1.9865, -4.8907], [-2.3365, 0.5179, -4.1296], [-0.6111, 0.9255, -4.0197], [-3.4326, 3.3811, -3.6369], [-3.5417, 3.2993, -1.8763], [-4.0678, 1.9245, -2.8672], [-0.9711, 3.9613, -3.4706], [0.1475, 2.9114, -2.5971], [-1.0489, 3.8789, -1.7093]]}

=====

{"formula": "C13H15N3O5", "method": "ωB97M-V with the def2-TZVPD basis set", "e_lumo_ev": 0.7, "de_lowest_kj_mol": 0.00, "charge": 0, "smiles": "C#CCOC(=O)CCC(=O)Nc1cc(OC)nc(OC)n1", "homo_energy_ev": -9.083, "gap_ha": 0.359, "spin_multiplicity": 1, "species": ["C", "C", "C", "O", "C", "O", "C", "C", "C", "O", "N", "C", "C", "C", "O", "C", "N", "C", "O", "C", "N", "H", "H", "H", "H", "H", "H", "H", "H", "H", "H", "H", "H", "H", "H", "H"], "xyz": [[2.9349, 2.8167, -1.9412], [2.9414, 2.4029, -0.8187], [2.9616, 1.8714, 0.5285], [2.7739, 0.4530, 0.5048], [1.8630, -0.0668, 1.3225], [1.2181, 0.5669, 2.1179], [1.8098, -1.5747, 1.1934], [1.8847, -2.0690, -0.2625], [0.8165, -3.0943, -0.5308], [1.0379, -4.2583, -0.7700], [-0.4947, -2.6719, -0.4525], [-1.0518, -1.4170, -0.3298], [-2.4254, -1.3054, -0.1300], [-2.9240, -0.0110, -0.0014], [-4.2296, 0.1549, 0.2115], [-4.6831, 1.4898, 0.3499], [-2.1408, 1.0589, -0.0863], [-0.8506, 0.8375, -0.2985], [-0.0314, 1.8708, -0.4153], [-0.6012, 3.1565, -0.2550], [-0.2703, -0.3454, -0.4218], [2.9242, 3.1944, -2.9198], [2.1631, 2.3232, 1.1302], [3.9347, 2.0744, 0.9947], [2.6501, -1.9755, 1.7648], [0.8938, -1.9058, 1.6839], [1.7391, -1.2267, -0.9377], [2.8498, -2.5319, -0.4663], [-1.1640, -3.4293, -0.5378], [-3.0808, -2.1551, -0.0605], [-4.4892, 2.0584, -0.5619], [-4.1807, 1.9818, 1.1849], [-5.7527, 1.4225, 0.5351], [-0.9910, 3.2790, 0.7578], [0.2076, 3.8600, -0.4420], [-1.4143, 3.3107, -0.9672]]}

=====

{"formula": "C14H14N4", "method": "ωB97M-V with the def2-TZVPD basis set", "e_lumo_ev": 0.0, "de_lowest_kj_mol": 1213.87, "charge": 0, "homo_energy_ev": -7.984, "gap_ha": 0.295, "spin_multiplicity": 1, "species": ["C", "C", "N", "N", "C", "C", "H", "N", "H", "H", "C", "N", "C", "C", "C", "C", "C", "C", "C", "C", "H", "C", "H", "H", "H", "H", "H", "H", "H", "H", "H", "H"], "xyz": [[2.6235, 3.7204, 2.4253], [2.1095, 2.3030, 1.9783], [1.3467, 2.0078, 0.9903], [1.1063, 0.8349, 0.9818], [1.8343, 0.3059, 1.8808], [2.4432, 1.2842, 2.7826], [2.9853, 1.2266, 3.7166], [1.8307, -1.1787, 2.1850], [1.0961, -1.5989, 1.6737], [1.8646, -1.4844, 3.1108], [0.3162, 0.1800, 0.2766], [0.1231, -1.0117, 0.2588], [-0.8694, -1.3750, -0.8626], [-1.2293, -2.9406, -0.5284], [-1.9751, -3.4532, -1.5450], [-2.7360, -2.5984, -2.3739], [-2.4944, -1.2255, -2.6701], [-1.5606, -0.6362, -1.6657], [-1.1675, 0.5136, -1.8200], [-0.3615, 1.1674, -0.7404], [0.0948, 2.2152, -0.8687], [-1.7988, 1.5696, -2.6082], [-1.4156, 2.4907, -2.6159], [-1.5969, 1.2203, -3.6481], [-2.6334, 1.3837, -2.7971], [-2.9043, -0.8397, -3.4234], [-3.4039, -3.0145, -3.2676], [-2.2690, -4.6594, -1.3414], [-0.7788, -3.3406, 0.2967], [2.3300, 4.0469, 3.4116], [3.8634, 3.6304, 2.3870], [2.4427, 4.4661, 1.6182]]}

=====

{"formula": "C5H11NO", "method": "ωB97M-V with the def2-TZVPD basis set", "e_lumo_ev": 0.5, "de_lowest_kj_mol": 381.56, "charge": 0, "homo_energy_ev": -9.765, "gap_ha": 0.377, "spin_multiplicity": 1, "species": ["C", "C", "C", "N", "C", "C", "O", "H", "H", "H", "H", "H", "H", "H", "H", "H", "H", "H"], "xyz": [[-0.8293, -1.1305, -0.7724], [-0.9284, 0.3609, -0.4827], [-1.7933, 0.6473, 0.7571], [0.3074, 1.1366, -0.4616], [1.9294, -0.3457, 0.7475], [1.6187, 0.6871, -0.2864], [1.3669, 0.3541, -1.5836], [-0.5683, -1.7004, 0.1245], [-1.8038, -1.4796, -1.1232], [-0.0805, -1.3190, -1.5436], [-1.4180, 0.8572, -1.3273], [-1.8740, 1.7186, 0.9619], [-2.8056, 0.2547, 0.5839], [-1.3955, 0.1476, 1.6470], [1.4365, -0.0674, 1.6877], [1.5695, -1.3187, 0.4177], [3.0074, -0.3696, 0.8967], [2.2608, 1.5667, -0.2430]]}

=====

{"formula": "C32H28BrCeN5O4", "method": "ωB97M-V with the def2-TZVPD basis set", "e_lumo_ev": -6.5, "de_lowest_kj_mol": 45.52, "charge": 2, "homo_energy_ev": -13.088, "gap_ha": 0.241, "spin_multiplicity": 1, "species": ["Ce", "O", "C", "C", "C", "C", "C", "C", "C", "N", "C", "C", "N", "C", "C", "C", "C", "C", "C", "C", "O", "H", "H", "H", "H", "H", "H", "H", "H", "H", "H", "H", "H", "H", "H", "C", "O", "C", "C", "C", "Br", "C", "C", "C", "O", "C", "N", "C", "C", "C", "C", "C", "C", "N", "H", "H", "H", "H", "H", "H", "H", "H", "H", "H", "H", "C", "C", "N", "H", "H", "H"], "xyz": [[-7.0002, -18.3842, 0.9594], [-5.6816, -16.9963, 0.0077], [-4.9363, -15.9126, 0.1236], [-4.1194, -15.5043, -0.9508], [-3.3760, -14.3249, -0.9209], [-3.4300, -13.4489, 0.2278], [-4.1917, -13.9502, 1.2787], [-4.9654, -15.1162, 1.3169], [-5.6266, -15.5263, 2.5752], [-6.3931, -16.5570, 2.7532], [-7.2126, -16.6258, 3.9768], [-7.0613, -17.9967, 4.5325], [-7.0364, -19.0453, 3.4985], [-6.7674, -20.2067, 3.9366], [-6.6722, -21.4045, 3.1335], [-6.9363, -22.6445, 3.7791], [-6.7342, -23.8378, 3.1124], [-6.2664, -23.8379, 1.7735], [-6.0150, -22.6188, 1.1777], [-6.3267, -21.4132, 1.7852], [-6.0700, -20.2259, 1.1348], [-4.0236, -16.1017, -1.8368], [-2.8025, -14.1007, -1.7760], [-2.8446, -12.5933, 0.2451], [-4.0905, -13.2400, 2.0961], [-5.4038, -14.7387, 3.3690], [-8.2086, -16.3786, 3.6667], [-6.9164, -15.9171, 4.8228], [-7.9154, -18.1099, 5.2608], [-6.1516, -18.1132, 5.2086], [-6.5091, -20.3546, 4.9577], [-7.3047, -22.6190, 4.8091], [-6.8587, -24.7879, 3.6674], [-5.9912, -24.7604, 1.2928], [-5.5680, -22.5173, 0.1882], [-10.2114, -19.7448, 2.3337], [-9.1603, -19.8101, 1.3717], [-9.3273, -20.6669, 0.2637], [-10.1225, -21.7954, 0.3126], [-10.3620, -22.5294, -0.8827], [-11.5938, -23.9755, -0.8202], [-9.6286, -22.2185, -1.9963], [-8.8624, -21.0074, -2.1137], [-8.6634, -20.2647, -0.9365], [-7.9520, -19.1329, -0.8648], [-8.1241, -20.8672, -3.3414], [-7.5496, -19.7077, -3.7896], [-6.7503, -20.0096, -4.8731], [-6.0426, -19.1349, -5.6571], [-5.5265, -19.6762, -6.7536], [-5.5122, -21.0647, -6.9508], [-6.2024, -21.9841, -6.1475], [-6.8632, -21.3462, -5.1090], [-7.7643, -21.8635, -4.1867], [-10.3004, -20.7030, 2.9027], [-11.1553, -19.5263, 1.8233], [-9.9500, -18.9366, 2.9470], [-10.6207, -22.0461, 1.2057], [-9.8607, -22.8271, -2.8855], [-7.3837, -18.9397, -3.1729], [-5.9774, -18.0809, -5.3826], [-4.8614, -19.2225, -7.4783], [-4.9125, -21.5665, -7.7538], [-6.1108, -23.0225, -6.3819], [-7.9396, -22.8155, -3.9387], [-10.4292, -14.5419, 0.6576], [-9.7247, -15.8281, 0.8379], [-9.2707, -16.8634, 1.0659], [-11.4059, -14.6911, 0.1088], [-9.8186, -13.9128, 0.0364], [-10.7371, -14.0878, 1.5795]]}

=====

In the order shown, the computed maximum force values come out to 2.8; 1.4; 0.9; 18.7; 2.3; 5.1 eV/Å.
In the order shown, the computed calculated total energy values come out to -3313.92569; -1362.10860; -1044.82546; -760.47816; -326.98602; -4859.70516 Eh.